1.
{
  "formula": "C3H41NO17",
  "method": "ωB97M-V/def2-TZVPD",
  "elements": ["O", "O", "O", "O", "O", "O", "O", "O", "O", "O", "O", "O", "O", "O", "O", "O", "O", "N", "C", "C", "C", "H", "H", "H", "H", "H", "H", "H", "H", "H", "H", "H", "H", "H", "H", "H", "H", "H", "H", "H", "H", "H", "H", "H", "H", "H", "H", "H", "H", "H", "H", "H", "H", "H", "H", "H", "H", "H", "H", "H", "H", "H"],
  "xyz": [[-0.79173, -0.88328, -3.18993], [1.32978, 2.48992, 2.48384], [-3.26892, -1.96893, -0.27889], [-3.14178, 0.28119, -3.67955], [0.66088, -0.89872, 4.96965], [1.65909, 0.54517, -3.79851], [4.38721, -1.63511, 1.16180], [2.03874, -1.15017, -1.82175], [-3.85597, 0.43425, -1.11739], [2.36899, -3.46280, -0.21590], [-2.31939, 2.00535, 0.36396], [-0.17195, 2.45587, -0.96584], [3.01891, -0.75607, 3.36972], [-1.24969, 2.58156, 3.28430], [-0.71604, 1.83885, -3.56762], [-1.49129, -3.18244, -1.88504], [1.49178, 4.07165, 0.50165], [1.25894, -0.18319, 0.59574], [-1.30492, -1.33253, 2.70524], [-0.01762, -0.93177, 0.59082], [-0.20243, -1.47782, 1.97844], [-1.64467, 3.43358, 3.05241], [3.68705, -1.42678, 3.19286], [-1.59693, 2.00001, -3.91474], [-2.09085, -3.69316, -2.43670], [1.94830, -0.66181, 1.16821], [1.62160, -4.03904, -0.01699], [1.70373, -0.10044, -0.32896], [0.86974, 1.07847, -4.06953], [-0.06151, -0.32891, -3.53489], [-0.79882, -0.16667, 0.42063], [-2.50386, -2.46337, -0.64596], [1.31155, 1.51937, 2.47078], [4.89799, -1.74846, 0.34862], [-3.03106, 0.87184, -0.76588], [2.97939, -1.14954, -2.04012], [-1.44498, -1.86987, 3.63110], [-1.60752, -0.42811, -3.53918], [0.37945, 2.58626, 2.76172], [-3.70151, -0.50470, -0.83251], [2.20168, 1.19016, -3.33416], [-0.62786, 2.13749, -2.64022], [-3.10966, 0.46172, -2.71073], [-3.79251, -0.42541, -3.71085], [0.44381, 3.13426, -0.53483], [-2.94311, 2.69746, 0.14096], [3.46664, 0.09835, 3.42517], [-2.13855, -0.64035, 2.58146], [-1.43843, 2.06212, -0.15464], [3.60127, -2.17528, 0.99691], [2.40683, 4.31392, 0.27874], [0.17928, -0.26900, 4.41426], [-1.70836, 2.05131, 2.60772], [0.35451, 1.74683, -0.51348], [1.70077, 3.52649, 1.32948], [-0.05459, -1.68859, -0.19762], [1.38371, -1.02931, 4.31997], [0.61344, -2.07293, 2.37685], [-3.25340, -1.91789, 0.68620], [-1.17955, -2.40348, -2.39381], [1.52546, -0.98176, -2.63812], [2.07687, -2.65386, -0.66836]],
  "largest_force_ev_per_a": 2.819,
  "homo_lumo_gap_ev": 9.4,
  "charge": 0,
  "e_lumo_ev": 0.0
}

2.
{
  "formula": "C3H45O20Y",
  "method": "ωB97M-V/def2-TZVPD",
  "elements": ["Y", "O", "O", "O", "O", "O", "O", "O", "O", "O", "O", "O", "O", "O", "O", "O", "O", "O", "O", "O", "O", "C", "C", "C", "H", "H", "H", "H", "H", "H", "H", "H", "H", "H", "H", "H", "H", "H", "H", "H", "H", "H", "H", "H", "H", "H", "H", "H", "H", "H", "H", "H", "H", "H", "H", "H", "H", "H", "H", "H", "H", "H", "H", "H", "H", "H", "H", "H", "H"],
  "xyz": [[-3.19684, -0.14080, -1.77939], [1.04164, 4.15063, 0.28685], [-4.00022, -0.59070, 2.62183], [1.70746, -0.47683, 4.23211], [3.90112, 1.81711, -2.00813], [1.70902, 2.47180, 3.15628], [-2.19188, 1.95037, -1.20597], [-2.35252, -3.29888, 1.29722], [0.11122, 3.08358, -2.10902], [-1.33245, 0.71513, 4.71976], [4.72151, -1.05676, 0.68272], [-1.50423, 0.21734, -3.30872], [0.97439, -0.89825, -3.74162], [-4.20074, 0.53230, 0.19988], [-4.12623, 2.23605, 2.69211], [-2.59840, -2.33610, -2.44448], [-1.60557, -0.81523, -0.19229], [-1.09902, -4.21985, -1.15753], [3.58841, 1.78540, 0.82817], [0.41451, -3.67035, -3.37103], [3.16622, -3.79808, -2.06858], [-0.11639, 0.42656, 1.35254], [-0.31849, -0.73511, 0.38787], [0.83005, -0.82092, -0.60904], [2.64271, -0.66755, 4.37105], [0.82570, 3.57832, -0.47252], [3.48320, 1.78878, -0.13841], [-0.25254, -1.65748, 0.97971], [0.37638, 1.28239, 0.86574], [-1.33876, 0.86424, -4.01043], [-1.26970, 2.23233, -1.40679], [-2.10540, -2.55851, 0.72142], [0.25202, 4.15477, 0.83836], [-4.99864, 1.04565, 0.41296], [1.00613, -0.55467, -4.64939], [-2.33801, -2.94421, 2.19263], [1.86224, -0.73703, -3.39705], [-4.25177, 2.96236, 3.31887], [2.98157, -2.88328, -1.83878], [0.78586, 2.68484, -2.67458], [-0.48544, -4.16053, -1.91831], [-0.74546, 0.38766, 4.02848], [4.08211, -0.70445, 1.31084], [0.20027, 4.04217, -2.24900], [0.85628, 2.60284, 2.73049], [4.00371, 2.54014, -2.63991], [-3.13468, -0.67706, 3.04503], [0.82292, 0.05242, -1.27878], [-2.44095, 2.43784, -0.41135], [1.74226, -0.71008, -0.01917], [-1.08343, 0.82208, 1.67939], [-0.75204, 0.85557, 5.47771], [-0.59623, -3.86750, -0.41046], [4.39153, 1.08312, -2.39790], [-4.30273, 0.29279, 2.90628], [1.63522, 0.48228, 4.32674], [2.71544, 1.61702, 1.20113], [-2.43286, -2.63247, -3.35307], [-3.95230, 0.05583, 1.06265], [-2.00331, -2.92052, -1.87052], [-3.48063, 2.56833, 2.06225], [5.27362, -0.29778, 0.46351], [0.46578, -2.73920, -3.65267], [1.27371, -3.90950, -2.97953], [4.07568, -3.95494, -1.78155], [0.52876, 0.23268, 2.21126], [-0.65553, -0.28946, -3.21572], [0.79099, -1.69086, -1.26369], [2.02375, 3.36217, 3.36154]],
  "largest_force_ev_per_a": 5.280,
  "homo_lumo_gap_ev": 7.6,
  "charge": 2,
  "e_lumo_ev": -7.4
}

3.
{
  "formula": "C3H4AgFO3",
  "method": "ωB97M-V/def2-TZVPD",
  "elements": ["Ag", "F", "O", "O", "O", "C", "C", "C", "H", "H", "H", "H"],
  "xyz": [[-4.52569, 1.00534, 1.46200], [-0.89032, 0.86355, 1.92532], [2.01601, 0.17075, -2.12909], [1.25900, -0.83356, -0.27636], [0.00035, 0.65642, -1.39228], [-1.52258, 0.49438, 0.80232], [1.05593, 0.01906, -1.15470], [-2.51114, -0.43237, 0.86271], [-1.32723, 1.21375, -0.00348], [2.68877, -0.50465, -1.98636], [-2.57904, -1.09894, 1.72733], [-2.96505, -0.72983, -0.08577]],
  "s_squared": 2.01,
  "largest_force_ev_per_a": 4.253,
  "homo_lumo_gap_ev": [6.5, 5.5],
  "charge": 0,
  "spin_multiplicity": 3,
  "e_lumo_ev": [0.4, -4.4]
}

Question: Number 2 is which compound?
Answer: C3H45O20Y